{
  "formula": "C10H21BrCl2FeN6O",
  "method": "ωB97M-V with the def2-TZVPD basis set",
  "elements": ["Fe", "Cl", "C", "Cl", "H", "H", "C", "N", "C", "C", "C", "N", "C", "C", "H", "H", "H", "H", "H", "H", "H", "H", "H", "H", "H", "H", "H", "H", "H", "H", "O", "N", "C", "C", "N", "C", "N", "N", "H", "H", "H", "Br"],
  "xyz": [[-0.211, 0.731, 0.262], [1.472, 2.376, -0.728], [1.023, 4.027, -1.205], [-0.724, 4.250, -0.972], [1.280, 4.156, -2.256], [1.563, 4.726, -0.568], [-2.648, -1.907, 0.694], [-1.225, -1.824, 0.386], [-0.478, -2.577, 1.381], [-0.953, -2.326, -0.961], [-1.239, -1.296, -2.049], [-0.286, -0.177, -2.068], [-0.760, 0.843, -3.003], [1.058, -0.633, -2.427], [-2.974, -2.953, 0.720], [-3.238, -1.385, -0.052], [-2.857, -1.469, 1.668], [-0.704, -3.650, 1.322], [-0.746, -2.215, 2.372], [0.592, -2.445, 1.227], [-1.567, -3.217, -1.158], [0.090, -2.639, -1.023], [-2.238, -0.881, -1.903], [-1.227, -1.815, -3.019], [-0.890, 0.438, -4.011], [-0.042, 1.657, -3.058], [-1.713, 1.249, -2.669], [1.030, -1.311, -3.288], [1.516, -1.151, -1.585], [1.687, 0.219, -2.678], [1.421, -0.320, 0.944], [2.503, -0.140, 1.581], [2.597, -0.034, 2.875], [1.435, -0.106, 3.680], [0.400, -0.155, 4.174], [3.860, 0.184, 3.469], [4.862, 0.392, 3.982], [0.180, 2.324, 2.159], [1.121, 2.629, 2.387], [-0.199, 1.892, 2.999], [-0.374, 3.157, 1.985], [-2.399, 1.372, 0.414]],
  "forces_ev_per_angstrom": [[0.761, -1.553, 0.602], [0.778, -0.406, -0.108], [-0.825, 0.595, -0.032], [0.497, 0.180, -0.168], [-0.071, -0.095, 0.195], [-0.048, -0.215, -0.082], [-0.321, -0.013, 0.012], [0.506, 0.867, -0.180], [0.286, -0.285, 0.251], [-0.064, 0.083, -0.327], [-0.220, -0.400, 0.273], [0.052, 0.444, 1.209], [-0.154, 0.224, -0.162], [0.321, -0.190, -0.002], [0.062, -0.064, -0.031], [-0.034, 0.049, -0.010], [0.070, 0.080, -0.016], [-0.085, 0.077, 0.014], [0.083, -0.034, 0.045], [-0.089, -0.032, 0.037], [0.081, 0.051, -0.001], [-0.001, -0.038, 0.094], [0.023, 0.017, -0.073], [0.021, 0.181, 0.038], [0.051, -0.099, 0.001], [0.082, 0.050, 0.001], [-0.036, -0.046, 0.053], [-0.028, 0.087, -0.002], [0.034, -0.014, -0.089], [-0.037, 0.012, 0.012], [-2.512, 0.659, -0.517], [2.257, 0.565, 0.385], [-0.992, -0.269, -1.323], [-0.719, -0.095, 0.269], [-0.183, 0.016, 0.162], [0.545, 0.030, 0.015], [0.245, 0.044, 0.138], [-0.232, -0.527, -0.455], [0.109, -0.037, -0.048], [-0.023, -0.054, -0.009], [-0.044, 0.009, -0.106], [-0.144, 0.148, -0.067]],
  "lumo_energy_ev": [-3.42, -5.97],
  "total_energy_ev": -151164.904,
  "spin_multiplicity": 6,
  "charge": 1,
  "orbital_gap_ha": [0.3494, 0.2444],
  "e_homo_ev": [-12.93, -12.62]
}


{
  "formula": "C3H12NO4",
  "method": "ωB97M-V with the def2-TZVPD basis set",
  "elements": ["C", "C", "C", "O", "O", "N", "H", "H", "H", "H", "H", "H", "H", "H", "H", "H", "O", "H", "H", "O"],
  "xyz": [[-0.340, 1.528, -0.028], [-0.537, 1.043, -1.437], [0.309, -0.160, -1.749], [-0.119, -0.785, -2.855], [1.238, -0.550, -1.088], [-0.434, 0.454, 1.011], [0.647, 1.983, 0.124], [-0.950, 2.403, 0.222], [-0.229, 1.846, -2.098], [-1.565, 0.815, -1.735], [0.562, -1.443, -3.101], [-0.446, 0.951, 1.898], [0.354, -0.188, 0.914], [-1.317, -0.046, 0.907], [1.559, -0.396, 3.350], [2.692, -0.090, 2.372], [1.838, 0.241, 2.682], [-1.079, -2.300, -0.537], [-1.000, -3.102, 0.731], [-1.184, -2.204, 0.418]],
  "forces_ev_per_angstrom": [[0.946, 1.138, 0.286], [-0.154, -0.225, -0.137], [-0.013, -0.252, -0.350], [0.500, -0.030, -0.004], [-0.002, 0.147, 0.207], [-1.144, 1.215, -0.563], [0.151, -0.555, -0.343], [-0.654, -0.657, 0.031], [0.105, 0.142, -0.260], [-0.034, 0.078, 0.341], [-0.336, 0.127, 0.069], [0.423, -0.520, 0.361], [0.108, -0.097, 0.295], [0.155, -0.435, 0.134], [0.158, 0.048, 0.122], [-0.052, 0.136, 0.083], [-0.109, -0.255, -0.214], [-0.101, 0.037, -0.010], [-0.143, 0.253, 0.185], [0.195, -0.293, -0.235]],
  "lumo_energy_ev": -3.01,
  "total_energy_ev": -12980.349,
  "charge": 1,
  "orbital_gap_ha": 0.4371,
  "e_homo_ev": -14.91
}


{
  "formula": "AlH5O2P",
  "method": "ωB97M-V with the def2-TZVPD basis set",
  "elements": ["O", "P", "Al", "O", "H", "H", "H", "H", "H"],
  "xyz": [[1.897, -1.609, 0.248], [1.404, -0.223, -0.124], [-0.902, 0.451, 0.317], [-1.939, -0.405, -0.826], [1.734, 0.103, -1.484], [2.255, 0.815, 0.398], [-0.906, 2.050, 0.071], [-1.185, -0.004, 1.846], [-2.358, -1.178, -0.446]],
  "forces_ev_per_angstrom": [[0.002, 0.199, -0.061], [0.115, -0.099, 0.017], [-0.018, 0.004, 0.044], [-0.044, 0.075, 0.066], [-0.065, -0.024, 0.018], [-0.035, -0.077, 0.047], [0.044, -0.049, -0.043], [-0.007, 0.040, -0.031], [0.008, -0.067, -0.057]],
  "lumo_energy_ev": 3.94,
  "total_energy_ev": -20064.720,
  "charge": -1,
  "orbital_gap_ha": 0.3032,
  "e_homo_ev": -4.31
}


Computed strongest force on any atom, in the same sequence as the records: 0.0515; 0.0342; 0.0040 hartree/bohr.